No. 1
The following is a quantum chemistry calculation of a cluster of 6 separate species, C12H24Cl12 in total at a distorted geometry, from the OMol25 dataset.

Structure (XYZ):
```
48
Properties=species:S:1:pos:R:3:forces:R:3
Cl 3.7134 1.1769 0.3639 -0.344 -0.301 0.470
C 3.6859 0.5500 2.0706 0.788 0.324 -0.384
C 4.1190 -0.8973 2.1285 -0.249 -0.324 -0.386
Cl 2.9864 -1.9447 1.1963 0.110 0.156 0.361
H 2.7293 0.7185 2.5564 -0.226 -0.045 -0.407
H 4.4133 1.2159 2.5302 0.077 -0.311 0.365
H 4.1359 -1.2532 3.1565 -0.147 0.046 0.033
H 5.0872 -1.1023 1.6827 0.110 0.398 0.023
Cl -2.3898 4.4947 2.3842 0.227 0.173 -0.183
C -2.1901 4.1050 4.1024 -0.771 0.044 0.040
C -2.4514 2.6345 4.3675 -0.153 0.825 1.211
Cl -1.3123 1.6224 3.5448 0.886 -0.769 -0.482
H -2.9160 4.7293 4.6250 -0.101 -0.233 0.071
H -1.2165 4.4042 4.4841 0.194 -0.137 -0.419
H -3.4413 2.2556 4.1318 -0.112 0.429 -0.120
H -2.2795 2.5330 5.4437 -0.138 -0.329 -0.086
Cl -2.2462 -2.7332 -3.7746 0.340 -0.291 0.669
C -2.5331 -1.5445 -5.0420 -1.177 -0.021 -0.377
C -2.6815 -0.1478 -4.4753 0.927 -0.001 0.367
Cl -3.2866 0.9866 -5.6808 -0.359 0.163 -0.498
H -3.5166 -1.8115 -5.4325 0.201 -0.042 -0.316
H -1.7814 -1.7114 -5.8058 0.078 0.453 -0.012
H -1.7352 0.2844 -4.1593 -0.018 -0.297 0.155
H -3.3666 -0.1621 -3.6318 -0.028 0.006 -0.040
Cl 1.8855 4.2996 -3.1718 -0.368 -0.112 0.470
C 2.3484 3.8175 -1.4942 0.909 0.596 -0.430
C 3.8161 4.2253 -1.3217 -0.191 -0.358 0.180
Cl 4.1032 5.9863 -1.3573 -0.209 -0.002 -0.058
H 2.2406 2.7402 -1.4445 0.062 -0.082 0.026
H 1.7181 4.2817 -0.7410 -0.208 0.167 -0.262
H 4.3948 3.7863 -2.1291 0.103 0.036 0.010
H 4.2214 3.9005 -0.3669 -0.161 -0.181 -0.005
Cl 0.2585 -5.6433 0.9163 0.269 0.023 0.131
C -1.4783 -5.4466 0.6540 -0.258 0.309 0.536
C -2.0804 -6.6045 -0.0926 -1.442 0.749 -0.165
Cl -1.5586 -6.6616 -1.7909 0.239 -0.244 0.054
H -1.6517 -4.4716 0.2006 0.211 -0.289 -0.639
H -1.9753 -5.3001 1.6175 0.202 -0.569 0.144
H -3.1521 -6.3844 -0.1493 0.055 0.002 -0.030
H -2.0443 -7.5750 0.3925 0.720 -0.016 -0.057
Cl -0.4683 -2.1671 1.2389 0.298 -0.009 -0.110
C -0.7942 -0.5707 0.4905 -0.786 -0.391 -0.614
C 0.2181 -0.1551 -0.5756 0.562 -0.762 1.606
Cl -0.5014 0.8104 -1.8329 -0.376 0.495 -0.478
H -0.9024 0.0859 1.3446 -0.128 0.398 -0.355
H -1.7184 -0.7260 -0.0660 -0.270 0.244 0.503
H 0.6120 -1.0834 -0.9847 0.276 0.288 -0.258
H 0.9826 0.4527 -0.1030 0.374 -0.207 -0.250
```
Forces are in eV/Å.

Computed properties:
Energy relative to the best compared isomer or geometry (same formula, charge and spin): 1.052 eV
Electronic energy: -163103.181 eV
Maximum force: 1.86 eV/A
Net charge: 0
SMILES: ClCCCl.ClCCCl.ClCCCl.ClCCCl.ClCCCl.ClCCCl

***

No. 2
The following is a quantum chemistry calculation of a cluster of 7 separate species, C28H49N7 in total at a distorted geometry, from the OMol25 dataset.

Structure (XYZ):
```
84
Properties=species:S:1:pos:R:3:forces:R:3
C 2.7663 1.4514 2.6849 -0.408 0.439 0.335
C 2.3125 0.5879 3.8765 -0.079 0.401 0.433
C 2.4983 -0.9071 3.6659 0.000 0.045 0.861
C 2.2186 -1.6808 4.9002 -0.302 -1.307 1.579
N 2.0709 -2.3250 5.8652 0.278 1.493 -2.089
H 2.5841 1.0813 1.6760 0.043 -0.657 0.189
H 3.8192 1.7130 2.7911 0.027 -0.065 -0.180
H 2.1948 2.3795 2.6790 0.112 0.217 0.243
H 1.3229 0.8363 4.2600 -0.371 -0.187 -0.664
H 2.9097 0.8368 4.7537 0.385 0.173 -0.077
H 3.5723 -1.0193 3.5169 -0.030 -0.471 -0.585
H 1.8827 -1.2849 2.8496 0.234 -0.067 -0.060
C -0.3588 4.4030 0.7736 0.317 -0.466 0.330
C -1.4748 5.1512 0.0728 -0.459 -0.048 0.061
C -1.9828 4.4485 -1.2408 0.462 1.577 0.836
C -2.5558 3.1395 -1.0405 0.345 -0.442 0.191
N -2.9898 2.0907 -0.8778 -0.139 -0.217 0.052
H -0.6881 3.4064 1.0676 -0.067 -0.098 -0.005
H -0.0192 4.8909 1.6873 -0.276 0.199 0.063
H 0.5597 4.2551 0.2055 -0.129 0.143 -0.488
H -1.2019 6.1919 -0.1018 0.300 -0.104 -0.681
H -2.3006 5.3030 0.7679 -0.258 -0.484 0.061
H -1.1233 4.4334 -1.9110 -0.204 -0.351 -0.275
H -2.7754 5.0502 -1.6857 0.141 0.169 -0.159
C -0.9687 3.1552 5.2632 -0.885 -0.262 -0.704
C -1.7006 2.9832 3.8979 1.120 0.002 -0.141
C -2.8915 2.0326 3.7667 0.768 -0.394 1.037
C -2.4509 0.6724 4.1577 -0.210 -0.525 -0.049
N -2.1136 -0.3923 4.4486 -0.193 0.761 -0.129
H -0.2504 3.9732 5.2073 -0.100 0.045 -0.072
H -0.4104 2.2568 5.5265 -0.190 -0.072 0.082
H -1.7017 3.3803 6.0379 0.147 -0.004 0.210
H -0.9834 2.5433 3.2050 0.297 0.322 -0.159
H -1.9826 3.9550 3.4926 -0.081 0.068 0.066
H -3.1859 2.0135 2.7174 -0.340 -0.026 0.148
H -3.6883 2.3269 4.4499 -0.309 -0.041 -0.297
C -4.3772 -2.3103 1.3615 0.721 -0.535 -1.333
C -3.7137 -2.0715 -0.0312 -1.715 0.742 0.158
C -4.7059 -1.2268 -0.9388 1.738 0.169 0.810
C -5.9533 -1.8768 -1.2453 -2.175 -1.796 -1.116
N -6.9498 -2.4285 -1.5079 2.021 1.202 0.652
H -3.6226 -2.7272 2.0285 -0.288 0.210 0.329
H -5.1615 -3.0495 1.1984 -0.059 -0.066 0.236
H -4.8603 -1.4101 1.7416 0.374 0.031 0.146
H -3.5052 -3.0014 -0.5602 -0.154 -0.199 0.171
H -2.7616 -1.5430 0.0156 -0.170 0.247 0.270
H -4.0954 -0.9484 -1.7978 -0.636 -0.033 -0.506
H -4.9868 -0.2865 -0.4646 0.328 0.090 0.253
C 5.5473 -0.8539 -3.1024 -0.733 0.003 0.521
C 5.1078 -2.0364 -3.9740 0.669 0.532 0.506
C 4.3731 -1.6029 -5.2449 -0.432 0.161 0.531
C 3.1849 -0.7991 -4.8737 2.585 -1.440 -0.958
N 2.2551 -0.2078 -4.6355 -2.256 1.421 0.720
H 6.2953 -0.1926 -3.5397 -0.012 -0.185 -0.250
H 5.9406 -1.2374 -2.1609 0.167 0.016 -0.027
H 4.6827 -0.2489 -2.8296 -0.022 0.201 -0.013
H 4.4514 -2.6868 -3.3959 0.077 -0.052 0.029
H 6.0537 -2.5527 -4.1381 -0.351 -0.493 -0.704
H 3.9442 -2.4443 -5.7893 0.418 -0.113 -0.198
H 5.0222 -1.0019 -5.8818 -0.126 -0.077 -0.148
C 1.2123 -3.5540 -2.9175 -0.380 -0.930 0.835
C 0.4723 -4.1494 -1.6877 0.063 0.192 -0.720
C -1.0216 -4.4138 -1.9401 0.018 0.310 1.133
C -1.3508 -5.0190 -3.2037 -1.096 -1.636 -4.374
N -1.6488 -5.4781 -4.2538 1.106 1.512 3.636
H 1.1651 -4.2604 -3.7463 0.124 -0.013 -0.034
H 2.2454 -3.4541 -2.5846 0.093 0.406 -0.434
H 0.7689 -2.6237 -3.2726 0.194 0.158 0.207
H 0.5883 -3.4615 -0.8502 -0.263 0.004 0.093
H 0.9439 -5.0761 -1.3609 0.114 -0.052 -0.223
H -1.5883 -3.4899 -1.8245 -0.037 0.140 -0.286
H -1.4342 -5.0697 -1.1735 0.087 -0.073 0.184
C 1.6965 1.1578 -1.6179 0.731 0.079 -0.298
C 0.3002 0.7242 -1.9600 -0.456 -0.047 0.108
C -0.2170 -0.3886 -1.0240 -0.043 0.337 -0.170
C -0.3744 -0.0238 0.3851 0.625 0.283 0.326
N -0.4304 0.2623 1.4994 -0.075 0.022 -0.360
H 2.0176 1.9301 -2.3168 -0.063 0.209 0.104
H 2.3920 0.3427 -1.8178 0.098 -0.178 0.311
H 1.8283 1.5205 -0.5985 -0.089 -0.017 0.048
H 0.3528 0.2847 -2.9560 -0.260 0.101 -0.077
H -0.3476 1.6002 -1.9947 -0.291 -0.212 0.082
H 0.5444 -1.1620 -1.1256 -0.208 -0.371 0.357
H -1.1938 -0.7867 -1.2987 0.091 -0.026 -0.493
```
Forces are in eV/Å.

Computed properties:
Energy relative to the best compared isomer or geometry (same formula, charge and spin): 1.253 eV
Electronic energy: -40259.269 eV
Maximum force: 4.80 eV/A
Net charge: 0
SMILES: CCCC#N.CCCC#N.CCCC#N.CCCC#N.CCCC#N.CCCC#N.CCCC#N